A cluster of 10 separate species, C34H51BCl29F2N5O6P in total in a non-equilibrium geometry, computed with the ωB97M-V functional and the def2-TZVPD basis.

Atoms and positions in Å:
C: 6.631 -2.181 -2.236
C: 5.694 -2.258 -3.598
O: 4.491 -1.400 -3.527
C: 3.740 -1.759 -4.774
C: 2.268 -1.014 -4.866
C: 1.057 -1.946 -4.184
C: 0.936 -1.537 -2.563
C: 0.137 -0.151 -2.503
C: -0.692 0.373 -1.228
C: -1.754 1.380 -1.961
C: -0.970 2.489 -3.107
C: -1.754 2.562 -4.658
O: -1.823 3.739 -3.510
C: 0.144 0.909 0.124
N: 0.041 2.269 0.643
C: 0.003 3.378 -0.016
C: -1.330 4.374 0.240
C: 1.064 4.182 -1.003
C: 1.754 0.601 0.258
Cl: 3.108 1.931 0.285
C: 2.398 -0.746 0.445
C: 4.055 -0.960 0.584
Cl: 1.454 -2.307 0.598
C: -0.449 0.138 1.504
C: 0.185 0.452 2.952
B: 1.057 -0.656 3.754
O: 0.847 -2.129 3.798
O: 2.193 -0.173 4.618
N: -1.469 -0.699 1.026
P: -2.088 -1.738 2.331
N: -3.591 -2.268 2.212
C: -1.864 -0.588 -0.474
C: -1.977 -2.162 -0.878
C: -2.237 -2.534 -2.454
N: -3.454 -3.457 -2.677
N: -3.204 -0.019 -0.371
C: -4.374 -0.504 -1.091
O: -4.925 0.292 -2.053
F: -5.174 -1.768 -0.881
C: -3.639 0.839 0.741
O: -4.898 0.600 1.218
F: -2.978 1.979 1.408
H: 6.375 -1.236 -1.567
H: 7.778 -2.117 -2.544
H: 6.451 -3.144 -1.592
H: 6.399 -1.963 -4.509
H: 5.414 -3.398 -3.759
H: 4.377 -1.414 -5.722
H: 3.606 -2.926 -4.887
H: 2.022 -0.786 -6.000
H: 2.401 0.024 -4.299
H: 0.031 -1.829 -4.740
H: 1.402 -3.063 -4.260
H: 2.076 -1.402 -2.234
H: 0.510 -2.478 -2.046
H: -0.613 -0.194 -3.433
H: 1.023 0.633 -2.686
H: -2.233 2.199 -1.276
H: -2.483 0.869 -2.721
H: 0.281 2.584 -3.092
H: -2.889 2.197 -4.699
H: -1.268 3.274 -5.458
H: -1.012 5.526 0.216
H: -1.764 4.223 1.342
H: -2.139 4.260 -0.598
H: 1.699 3.424 -1.669
H: 1.854 4.795 -0.387
H: 0.512 4.888 -1.782
H: 4.439 -0.403 1.552
H: 4.339 -2.095 0.603
H: 4.589 -0.451 -0.344
H: 0.839 1.452 2.982
H: -0.739 0.718 3.665
H: 0.579 -2.401 4.733
H: 1.705 0.314 5.373
H: -1.220 -2.924 2.348
H: -2.007 -1.089 3.649
H: -3.976 -1.832 1.356
H: -1.036 -2.826 -0.561
H: -2.871 -2.694 -0.290
H: -2.423 -1.523 -3.062
H: -1.350 -3.073 -2.995
H: -3.410 -3.791 -3.680
H: -3.438 -4.256 -2.006
C: 1.521 2.224 -7.386
Cl: 3.160 1.958 -6.768
Cl: 0.338 1.324 -6.422
Cl: 1.132 3.953 -7.392
H: 1.477 1.858 -8.415
C: 3.711 3.009 5.216
Cl: 2.205 3.699 5.846
Cl: 4.147 1.545 6.113
Cl: 3.557 2.657 3.486
H: 4.508 3.744 5.348
C: -5.697 -4.807 3.494
Cl: -6.923 -4.641 4.763
Cl: -4.081 -4.481 4.144
Cl: -5.763 -6.424 2.773
H: -5.909 -4.073 2.713
C: -7.939 -0.226 -3.858
Cl: -7.550 -1.934 -4.125
Cl: -7.977 0.651 -5.397
Cl: -9.488 -0.066 -3.013
H: -7.158 0.211 -3.232
C: -3.918 -7.900 -0.169
Cl: -3.443 -6.200 -0.329
Cl: -5.581 -8.027 0.428
Cl: -3.746 -8.742 -1.718
H: -3.254 -8.376 0.558
C: 3.896 6.679 2.881
Cl: 2.449 6.021 2.099
Cl: 3.579 8.306 3.508
Cl: 4.442 5.607 4.181
H: 4.691 6.747 2.134
C: -2.282 2.545 5.609
Cl: -2.522 2.923 7.324
Cl: -2.123 4.034 4.661
Cl: -0.857 1.515 5.393
H: -3.159 2.001 5.250
C: -1.682 -6.253 6.862
Cl: -1.922 -5.875 8.577
Cl: -1.523 -4.765 5.914
Cl: -0.257 -7.284 6.646
H: -2.559 -6.798 6.503
C: 8.081 8.034 4.461
Cl: 8.387 6.377 5.009
Cl: 6.402 8.212 3.925
Cl: 8.450 9.193 5.749
H: 8.738 8.242 3.612

Summary:
calculated total energy: -15961.7593 hartree
net charge: +1
largest force on an atom: 9.96 eV/A
spin multiplicity: 1